<one>
The following is a DFT calculation (ωB97M-V/def2-TZVPD) of one molecule with the formula C3H3NO2S.

Geometry as XYZ:
```
10
Properties=species:S:1:pos:R:3
C -0.8003 -0.3955 -0.0578
C 0.7380 -0.8780 -0.0193
C 0.4180 1.5917 -0.0655
N -0.7562 0.9554 -0.1083
O -1.7821 1.6357 -0.0890
O 2.9899 0.7283 -0.3893
S 1.7075 0.4931 0.3530
H -1.6726 -0.8780 0.1823
H 0.9636 -1.9256 -0.1805
H 0.5186 2.5542 0.2512
```

Its HOMO-LUMO gap (spin up / spin down) is 7.60 / 7.60 eV. For the HOMO energy (spin up / spin down), the calculation gives -9.27 / -9.27 eV.


<two>
The following is a DFT calculation (ωB97M-V/def2-TZVPD) of one molecule with the formula C3H3NO2S.

Geometry as XYZ:
```
10
Properties=species:S:1:pos:R:3
O 1.9900 -0.0937 0.4831
C 0.6379 -0.2046 0.5027
O -0.0411 -0.6082 1.6587
C -1.3454 -0.6684 1.0934
N -1.4072 -0.1931 -0.0973
C -0.0601 0.1312 -0.5108
S 0.7192 0.6753 -1.8757
H 2.0826 0.4682 -0.5248
H -2.1252 -1.3096 1.5263
H -0.4507 1.8030 -2.2555
```

Its SMILES is Oc1ocnc1S. Its HOMO-LUMO gap is 8.24 eV. For the HOMO energy, the calculation gives -8.68 eV.


Stability ranking, top entry: <two>; the second entry is 2.833 eV less favorable.


<one>
The following is a DFT calculation (ωB97M-V/def2-TZVPD) of one molecule with the formula C3H3NO2S.

Geometry as XYZ:
```
10
Properties=species:S:1:pos:R:3
C -2.2588 0.5286 0.0530
N -1.9420 -0.7762 0.1997
S -0.3151 -1.1409 -0.2866
C 0.8514 0.2077 -0.3471
O 0.6266 1.3772 -0.2315
C 2.3011 -0.5772 0.0496
O 3.4069 -0.1377 0.1420
H -1.5347 1.3010 -0.1158
H -3.4297 0.8623 0.4173
H 2.2944 -1.6447 0.1196
```

Its SMILES is C=NSC(=O)C=O. Its HOMO-LUMO gap is 8.68 eV. For the HOMO energy, the calculation gives -9.61 eV.


<two>
The following is a DFT calculation (ωB97M-V/def2-TZVPD) of one molecule with the formula C3H3NO2S.

Geometry as XYZ:
```
10
Properties=species:S:1:pos:R:3
O -0.4304 2.0535 -0.0193
C -0.5758 0.8429 -0.0070
O -1.8355 0.3009 0.0623
N -1.7792 -1.0977 -0.0929
C -0.4110 -1.3818 -0.0909
C 0.3731 -0.2843 -0.0629
S 2.1366 -0.0626 0.0180
H -2.2235 -1.4298 0.7500
H -0.0578 -2.4158 -0.0359
H 2.3586 -1.3653 0.2697
```

Its SMILES is O=c1o[nH]cc1S. Its HOMO-LUMO gap is 9.48 eV. For the HOMO energy, the calculation gives -9.03 eV.


<three>
The following is a DFT calculation (ωB97M-V/def2-TZVPD) of one molecule with the formula C3H3NO2S.

Geometry as XYZ:
```
10
Properties=species:S:1:pos:R:3
O -0.5226 1.9545 0.0976
C -0.5980 0.8128 -0.1130
O -1.8379 0.3705 -0.0380
N -1.7376 -1.1155 -0.1172
C -0.3409 -1.4009 0.1153
C 0.4044 -0.3550 -0.1623
S 2.1566 -0.1466 -0.0345
H -2.0092 -1.5781 0.7422
H -0.1805 -2.4513 0.3917
H 1.9392 1.2427 0.7213
```

Its SMILES is O=c1o[nH]cc1S. Its HOMO-LUMO gap is 9.36 eV. For the HOMO energy, the calculation gives -9.13 eV.


Stability ranking, top entry: <two>; the second entry is 1.466 eV less favorable.


<one>
The following is a DFT calculation (ωB97M-V/def2-TZVPD) of a 6-piece molecular cluster, C18H54O24P6 overall.

Geometry as XYZ:
```
102
Properties=species:S:1:pos:R:3
C -32.0120 11.4984 0.4126
O -31.6272 10.1379 0.1038
P -30.7969 9.8313 -1.3248
O -30.5023 11.0140 -2.2307
O -29.5151 9.0511 -0.7335
C -28.3972 8.4134 -1.4141
O -31.6993 8.7096 -2.0555
C -33.0334 8.9125 -2.1556
H -33.0893 11.4910 0.5784
H -31.7423 12.2635 -0.3154
H -31.7348 11.8954 1.3891
H -28.5071 7.3849 -1.7578
H -27.3645 8.4444 -1.0666
H -28.2160 8.9985 -2.3158
H -33.2756 9.0211 -3.2128
H -33.4956 9.7558 -1.6425
H -33.6151 8.0688 -1.7841
C -16.6086 10.4195 15.1459
O -16.7036 11.6558 14.3691
P -15.3191 12.2237 13.7540
O -14.4157 11.1697 13.1887
O -14.7004 12.9903 15.1202
C -13.3979 12.6037 15.6521
O -15.7140 13.4591 12.7859
C -16.8321 13.3086 11.9013
H -15.6314 9.9732 15.3301
H -17.1893 9.6128 14.6986
H -17.0236 10.5744 16.1418
H -13.4933 12.0154 16.5647
H -12.5926 13.3362 15.7059
H -12.9660 11.7655 15.1053
H -17.4582 12.4511 12.1480
H -16.5004 13.2012 10.8686
H -17.5911 14.0813 12.0237
C -19.9808 4.4976 3.4718
O -20.3634 5.9080 3.3952
P -20.8389 6.8102 4.6911
O -21.8560 5.9542 5.4175
O -21.4728 8.1647 3.9877
C -22.2136 9.1544 4.7746
O -19.5524 7.1899 5.4927
C -19.4741 7.8079 6.8225
H -20.4687 3.8206 4.1730
H -18.9695 4.5792 3.8701
H -20.0437 3.9390 2.5379
H -22.2994 9.0129 5.8520
H -23.2419 9.2452 4.4246
H -21.6512 10.0878 4.7952
H -19.8190 7.0038 7.4725
H -20.0442 8.7368 6.8134
H -18.3959 7.9633 6.8601
C -21.3019 -9.2738 1.3008
O -21.5979 -8.1702 2.0855
P -20.6265 -7.3717 3.0809
O -19.6316 -6.5184 2.2835
O -21.7122 -6.6328 4.0588
C -21.8408 -5.2327 3.8412
O -19.9631 -8.5386 3.9602
C -20.7580 -9.3298 4.7908
H -20.3646 -9.7824 1.5264
H -21.3429 -8.9041 0.2762
H -22.1241 -9.9880 1.3453
H -21.0041 -4.7499 4.3462
H -22.8402 -4.9320 4.1555
H -21.7426 -5.1106 2.7625
H -20.1917 -9.7201 5.6364
H -21.2539 -10.1496 4.2711
H -21.6438 -8.7980 5.1381
C -17.8507 13.0245 0.4099
O -16.9996 14.1524 0.2733
P -16.7245 15.1240 1.5439
O -17.7552 15.1845 2.5813
O -15.2875 14.7462 2.1348
C -15.2217 13.7591 3.2076
O -16.4039 16.5296 0.8851
C -16.3273 17.7196 1.6424
H -18.1787 12.7834 -0.6013
H -18.7945 13.2642 0.8998
H -17.3628 12.2375 0.9848
H -16.0817 13.1056 3.0613
H -15.3218 14.4055 4.0794
H -14.2667 13.2395 3.1289
H -16.5432 17.5783 2.7014
H -17.0386 18.4716 1.3008
H -15.4121 18.2337 1.3487
C -27.9294 18.1589 -0.1718
O -27.4002 18.2971 1.1202
P -27.1564 19.7680 1.7541
O -26.2224 20.6691 0.9823
O -28.6732 20.3388 1.9915
C -29.6347 19.6286 2.7737
O -26.6532 19.5012 3.2396
C -25.3851 18.8845 3.4858
H -27.9616 19.1128 -0.6982
H -28.9471 17.7734 -0.1101
H -27.2149 17.5159 -0.6858
H -29.3918 18.5661 2.7858
H -30.6300 19.8202 2.3727
H -29.6058 20.0042 3.7965
H -24.7408 19.3951 4.2015
H -24.7548 18.8791 2.5965
H -25.4664 17.8368 3.7752
```

Its SMILES is COP(=O)(OC)OC.COP(=O)(OC)OC.COP(=O)(OC)OC.COP(=O)(OC)OC.COP(=O)(OC)OC.COP(=O)(OC)OC. Its HOMO-LUMO gap is 10.48 eV. For the HOMO energy, the calculation gives -10.12 eV.


<two>
The following is a DFT calculation (ωB97M-V/def2-TZVPD) of a 6-piece molecular cluster, C18H54O24P6 overall.

Geometry as XYZ:
```
102
Properties=species:S:1:pos:R:3
C -3.0545 4.5476 10.3964
O -1.7785 4.5978 9.9341
P -1.1888 5.9195 9.2732
O -1.3363 7.1727 10.1439
O 0.3684 5.4834 8.8660
C 1.3047 6.4335 8.3946
O -2.0356 5.7838 7.8685
C -3.3675 6.2895 7.7269
H -3.5989 3.6621 10.0683
H -3.6627 5.3868 10.0590
H -3.0455 4.6789 11.4784
H 1.6130 6.3986 7.3497
H 2.1882 6.3305 9.0246
H 1.1375 7.4972 8.5641
H -3.3836 7.1061 7.0051
H -3.7560 6.8306 8.5896
H -4.1303 5.5392 7.5186
C 1.3875 -4.4662 -10.7227
O 0.8045 -4.5816 -9.4303
P -0.4556 -3.7194 -8.9795
O -1.4103 -3.3582 -10.0446
O 0.2353 -2.4284 -8.2367
C -0.6290 -1.5189 -7.6400
O -1.1416 -4.6330 -7.7721
C -1.8545 -5.8973 -7.8925
H 0.5802 -4.2540 -11.4237
H 1.7579 -5.4430 -11.0339
H 2.1283 -3.6762 -10.8457
H -0.8526 -1.5598 -6.5740
H -1.5806 -1.5389 -8.1711
H -0.1169 -0.5882 -7.8841
H -2.2812 -5.8672 -8.8951
H -2.7660 -6.0557 -7.3162
H -1.2359 -6.7600 -7.6453
C 1.5962 3.7040 1.5800
O 1.8807 3.6290 0.2206
P 3.2852 3.9523 -0.3733
O 3.3236 3.8970 -1.8170
O 4.4106 2.9481 0.3551
C 5.8172 3.0479 0.1379
O 3.6507 5.3847 0.3338
C 2.9822 6.5932 0.0356
H 0.6090 4.0698 1.8624
H 2.2023 4.4723 2.0600
H 1.6596 2.8039 2.1914
H 6.2275 2.8179 1.1211
H 6.1236 4.0748 -0.0610
H 6.2330 2.3468 -0.5857
H 2.5159 6.5453 -0.9485
H 3.7194 7.3893 -0.0680
H 2.1199 6.7462 0.6845
C 7.1622 0.7262 -9.5563
O 6.8370 0.5051 -10.9552
P 7.5600 1.6163 -12.0198
O 8.0128 2.9159 -11.4710
O 8.6696 0.7983 -12.8632
C 9.1621 1.1413 -14.1800
O 6.4178 1.8057 -13.1574
C 5.0401 2.0843 -12.9226
H 6.2017 0.9241 -9.0803
H 7.7705 1.6111 -9.3693
H 7.7333 -0.0614 -9.0648
H 8.6960 1.9570 -14.7328
H 8.9361 0.2377 -14.7462
H 10.2366 1.3191 -14.1362
H 4.7337 1.1481 -12.4561
H 4.5965 2.2325 -13.9071
H 4.8981 3.0091 -12.3633
C 0.1496 -3.5311 9.2042
O -0.2792 -4.7819 9.6247
P -1.7666 -5.0462 10.1978
O -2.6863 -3.9083 9.9176
O -2.2745 -6.5086 9.6845
C -2.8381 -6.6165 8.3583
O -1.4907 -5.2545 11.8137
C -0.5004 -6.1620 12.3309
H -0.7254 -2.8929 9.0804
H 0.5919 -3.4593 8.2106
H 0.9259 -3.1032 9.8384
H -3.2311 -5.7392 7.8446
H -3.6024 -7.3800 8.2137
H -2.0318 -6.9292 7.6948
H -0.8737 -6.8448 13.0941
H 0.2672 -5.4749 12.6868
H -0.0157 -6.7344 11.5399
C -5.0637 -3.5394 1.2673
O -6.4276 -3.6211 1.7373
P -7.6062 -2.7586 1.0278
O -7.8503 -2.9455 -0.4219
O -8.8373 -3.1606 1.9923
C -10.1169 -2.6656 1.7644
O -7.2324 -1.1650 1.3550
C -6.7656 -0.8346 2.6569
H -5.0607 -3.2492 0.2167
H -4.7632 -4.5798 1.3919
H -4.5072 -2.8888 1.9419
H -10.3757 -2.0014 2.5889
H -10.8865 -3.4351 1.8254
H -10.0982 -2.1915 0.7831
H -6.6073 -1.7552 3.2187
H -7.4880 -0.2088 3.1808
H -5.7957 -0.3377 2.6377
```

Its SMILES is COP(=O)(OC)OC.COP(=O)(OC)OC.COP(=O)(OC)OC.COP(=O)(OC)OC.COP(=O)(OC)OC.COP(=O)(OC)OC. Its HOMO-LUMO gap is 10.79 eV. For the HOMO energy, the calculation gives -10.41 eV.


Stability ranking, top entry: <two>; the second entry is 0.329 eV less favorable.